Entry 1:
Computed, not measured: a molecular structure, C22H40MgN4S2Sb, with ωB97M-V/def2-TZVPD.

```
! wB97M-V def2-TZVPD RIJCOSX def2/J DEFGRID3
* xyz 1 1
Mg 0.668 1.266 0.536
C 5.488 1.451 0.612
C 4.723 1.079 1.707
C 3.405 0.727 1.498
N 2.832 0.713 0.282
C 3.589 1.061 -0.769
C 4.913 1.434 -0.649
H 6.518 1.758 0.743
H 5.131 1.081 2.709
H 2.769 0.457 2.336
H 3.103 1.034 -1.738
H 5.477 1.716 -1.528
S 1.757 3.427 1.126
C 0.424 4.357 1.497
N -0.501 5.007 1.746
C 2.026 -2.647 2.365
C 1.457 -2.956 0.982
C 0.940 -4.390 0.946
C 2.523 -2.756 -0.093
Sb -0.131 -1.437 0.626
C -0.926 -1.901 -1.412
C -0.022 -1.097 -2.349
C -0.829 -3.392 -1.714
C -2.377 -1.458 -1.557
C -1.649 -1.717 2.218
C -1.876 -3.186 2.556
C -1.100 -0.955 3.425
C -2.952 -1.066 1.757
H 2.880 -3.306 2.562
H 1.290 -2.823 3.152
H 2.380 -1.617 2.441
H 1.778 -5.067 1.161
H 0.543 -4.667 -0.028
H 0.171 -4.574 1.695
H 3.362 -3.435 0.103
H 2.912 -1.740 -0.099
H 2.143 -2.990 -1.090
H 1.024 -1.403 -2.270
H -0.090 -0.025 -2.142
H -0.336 -1.256 -3.388
H 0.205 -3.733 -1.775
H -1.299 -3.593 -2.685
H -1.354 -3.990 -0.967
H -2.550 -0.454 -1.181
H -3.052 -2.143 -1.042
H -2.646 -1.480 -2.622
H -0.999 -3.635 3.026
H -2.141 -3.776 1.676
H -2.704 -3.265 3.271
H -0.144 -1.350 3.774
H -1.812 -1.035 4.254
H -0.984 0.109 3.203
H -3.437 -1.647 0.973
H -2.802 -0.048 1.395
H -3.643 -1.013 2.607
S -1.692 2.007 -0.151
C -2.024 3.309 -1.246
N -2.271 3.018 -2.527
C -2.626 4.019 -3.537
C -2.038 5.358 -3.127
C -2.471 5.668 -1.704
N -2.111 4.552 -0.828
H -2.297 2.042 -2.759
H -3.711 4.092 -3.626
H -2.226 3.696 -4.495
H -2.370 6.140 -3.807
H -0.948 5.307 -3.168
H -3.549 5.829 -1.663
H -1.980 6.564 -1.332
H -1.763 4.745 0.106
*
```

Output
Highest occupied orbital energy ... -0.4096 hartree
Total energy ... -2317.91725 hartree
Molar mass ... 570.8 g/mol
ΔE to the lowest compared entry with this formula, charge and spin ... 0.0 kcal/mol
E_LUMO ... -2.4748 eV

***

Entry 2:
Computed, not measured: a molecular structure, C22H41BN6O3SSiW, with ωB97M-V/def2-TZVPD.

```
! wB97M-V def2-TZVPD RIJCOSX def2/J DEFGRID3
* xyz 2 3
H 1.441 4.050 -0.239
N 1.114 2.179 -1.311
B 0.394 0.671 -3.384
N 0.761 1.992 -2.656
C 0.942 3.159 -3.317
W 2.290 0.811 -0.268
H 0.897 3.199 -4.408
C 1.272 4.155 -2.424
H 1.541 5.185 -2.707
C 1.246 3.554 -1.173
H 0.449 0.765 -4.578
C -1.924 -3.439 1.010
H -1.173 -4.028 1.540
H -1.420 -2.860 0.237
H -2.612 -4.134 0.527
N -1.158 0.310 -3.115
N 1.291 -0.469 -2.832
N -1.474 0.246 -1.805
N 1.677 -0.663 -1.514
C -2.283 -0.010 -3.801
C 1.952 -1.359 -3.596
H -2.341 0.002 -4.875
H 1.926 -1.311 -4.676
C -3.269 -0.313 -2.864
C 2.687 -2.225 -2.785
C -2.698 -0.171 -1.596
C 2.405 -1.844 -1.478
H -4.290 -0.603 -2.953
H 3.344 -3.014 -3.125
H -2.981 -0.328 -0.527
H 2.757 -2.282 -0.570
H -2.428 -2.817 1.661
C -0.886 -2.439 4.775
C -1.613 -1.117 4.958
C -2.990 -1.161 4.305
C -1.751 -0.806 6.440
O -0.850 -0.024 4.308
Si 0.739 0.204 3.889
S 1.265 -0.165 1.687
O 1.173 1.744 4.286
C 0.400 2.768 5.010
C -0.947 2.976 4.334
C 0.218 2.315 6.449
C 1.223 4.049 4.936
O 1.577 -0.815 4.895
C 3.028 -0.772 5.159
C 3.828 -0.450 3.903
C 3.257 0.295 6.215
C 3.393 -2.158 5.673
H -1.507 -3.255 5.175
H 0.059 -2.443 5.328
H -0.685 -2.645 3.717
H -3.602 -1.950 4.769
H -3.520 -0.210 4.442
H -2.922 -1.376 3.231
H -0.765 -0.794 6.921
H -2.257 0.155 6.597
H -2.354 -1.589 6.925
H -1.583 2.090 4.431
H -1.465 3.822 4.806
H -0.813 3.200 3.269
H 1.191 2.173 6.935
H -0.345 3.075 7.006
H -0.347 1.373 6.496
H 2.198 3.924 5.424
H 1.390 4.347 3.894
H 0.693 4.867 5.443
H 3.614 0.555 3.518
H 4.900 -0.482 4.153
H 3.643 -1.176 3.104
H 2.613 0.105 7.083
H 4.305 0.290 6.544
H 3.025 1.287 5.807
H 2.788 -2.413 6.551
H 3.227 -2.917 4.898
H 4.453 -2.192 5.962
*
```

Output
Highest occupied orbital energy (alpha / beta) ... -0.4901 / -0.4913 hartree
Total energy ... -2196.22519 hartree
Molar mass ... 692.4 g/mol
<S²> ... 2.25
ΔE to the lowest compared entry with this formula, charge and spin ... 137.7 kcal/mol
E_LUMO (alpha / beta) ... -10.2276 / -9.0333 eV

***

Entry 3:
Computed, not measured: a molecular structure, C22H41BrCaF3GaKN2O7PS, with ωB97M-V/def2-TZVPD.

```
! wB97M-V def2-TZVPD RIJCOSX def2/J DEFGRID3
* xyz 0 1
C -5.342 1.306 1.556
C -6.538 2.308 1.007
C -6.618 3.591 2.077
C -6.216 2.973 -0.457
C -6.448 1.981 -1.741
C -7.970 1.345 -1.641
C -5.396 0.730 -1.856
O -4.002 1.051 -1.516
Ga -3.332 2.519 -2.527
P -1.107 2.169 -3.309
S -0.330 3.983 -3.446
H -5.200 1.507 2.713
H -5.693 0.211 1.307
H -4.317 1.602 1.036
H -7.593 1.784 1.088
H -7.344 4.439 1.659
H -7.068 3.250 3.121
H -5.539 4.038 2.150
H -5.148 3.455 -0.387
H -6.973 3.882 -0.591
H -6.453 2.653 -2.727
H -7.979 0.261 -1.163
H -8.555 1.340 -2.654
H -8.569 2.071 -0.911
H -5.736 -0.147 -1.131
H -5.475 0.277 -2.957
H -3.216 3.763 -1.480
H -4.261 2.966 -3.750
H -1.098 1.472 -4.573
H -0.373 1.410 -2.302
Ca -5.470 5.716 1.447
C -2.125 -2.568 -0.246
C -1.378 -3.706 0.065
C -0.155 -3.935 -0.568
C 0.316 -3.011 -1.512
C -0.435 -1.872 -1.832
C -1.659 -1.656 -1.194
N 1.613 -3.233 -2.162
O 2.239 -4.262 -1.866
O 2.010 -2.377 -2.965
H -3.075 -2.391 0.254
H -1.749 -4.413 0.803
H 0.415 -4.826 -0.315
H -0.084 -1.150 -2.566
H -2.248 -0.773 -1.433
O -6.956 7.577 -1.285
H -7.601 7.082 -1.811
H -7.258 8.495 -1.346
C 3.326 -4.341 1.242
C 4.335 -4.308 2.359
O 3.985 -4.183 3.531
C 5.788 -4.435 1.986
H 2.319 -4.239 1.660
H 3.506 -3.510 0.555
H 3.390 -5.294 0.711
H 6.077 -3.609 1.332
H 5.961 -5.393 1.488
H 6.400 -4.395 2.893
C 1.679 -0.475 1.352
C 0.208 -0.401 1.372
N -0.954 -0.342 1.388
H 2.122 0.053 2.204
H 2.032 -1.510 1.394
H 2.094 -0.027 0.443
Br 3.361 -0.155 3.681
C 9.312 0.405 -0.728
C 8.786 0.924 0.596
O 8.023 -0.035 1.318
C 8.715 -1.083 2.053
O 9.639 -0.564 2.856
C 9.255 -2.253 1.137
F 8.394 -2.503 0.110
F 9.346 -3.427 1.827
F 10.471 -2.039 0.577
H 8.561 -0.200 -1.244
H 9.607 1.237 -1.376
H 10.201 -0.211 -0.586
H 8.089 1.739 0.372
H 9.583 1.368 1.201
H 7.861 -1.578 2.542
K 2.019 1.899 1.692
*
```

Output
Highest occupied orbital energy ... -0.2224 hartree
Total energy ... -8314.00272 hartree
Molar mass ... 794.4 g/mol
E_LUMO ... -5.1633 eV